Entry 1:
Density functional theory data (wB97M-V/def2-TZVPD) for a molecular structure, C57H52CoN2O2PS3.

Computed properties:
HOMO level (spin up / spin down) = -0.4323 / -0.4323 hartree
Charge = +2
LUMO energy (spin up / spin down) = -4.7 / -9.0 eV
2S+1 = 5

Atoms and positions in Å:
Co (-0.40921, -1.77392, 1.90418)
C (2.84757, -1.15166, -1.40026)
C (3.83380, -0.84827, -0.30546)
C (5.10885, -0.38284, -0.61357)
C (6.04506, -0.15355, 0.38153)
C (5.71277, -0.35198, 1.71276)
C (4.44657, -0.79802, 2.04678)
C (3.51865, -1.06858, 1.04307)
P (1.88588, -1.77100, 1.43236)
C (1.63679, -1.60457, 3.25779)
C (0.76716, -0.54068, 3.61622)
C (0.35184, -0.37759, 4.93088)
C (0.75262, -1.29072, 5.89344)
C (1.63577, -2.30319, 5.55646)
C (2.11088, -2.47326, 4.25758)
C (3.14717, -3.52837, 3.99550)
C (2.11795, -3.53124, 1.04533)
C (3.35125, -4.07307, 0.68129)
C (3.43852, -5.39630, 0.29166)
C (2.29360, -6.18140, 0.25929)
C (1.06888, -5.64578, 0.61846)
C (0.95593, -4.31256, 1.01561)
C (-0.36903, -3.73429, 1.39990)
H (3.01031, -0.50083, -2.25827)
H (1.81804, -1.03183, -1.05308)
H (2.96327, -2.18483, -1.73706)
H (5.37174, -0.20460, -1.64882)
H (7.04005, 0.17827, 0.11810)
H (6.43898, -0.16808, 2.49256)
H (4.17644, -0.93032, 3.08725)
H (0.55271, 0.24248, 2.88763)
H (-0.27076, 0.46189, 5.20983)
H (0.40608, -1.20116, 6.91385)
H (1.98308, -2.98721, 6.32061)
H (3.63869, -3.79769, 4.92888)
H (3.90257, -3.18109, 3.29380)
H (2.70035, -4.43266, 3.57865)
H (4.24376, -3.46119, 0.70560)
H (4.39628, -5.81146, 0.00925)
H (2.35872, -7.21508, -0.05205)
H (0.18401, -6.26963, 0.59478)
H (-0.68860, -4.16550, 2.36790)
H (-1.12238, -3.99384, 0.64701)
C (4.86696, 7.21073, 1.59445)
C (3.91120, 6.13374, 1.17879)
C (3.71606, 5.00470, 1.96898)
C (2.82391, 4.01945, 1.58608)
C (2.11437, 4.14375, 0.40106)
C (2.22986, 5.29994, -0.35758)
C (3.14351, 6.26796, 0.02217)
S (0.93361, 2.82187, 0.09246)
O (-0.38761, 3.53437, 0.16159)
C (0.96274, 2.59226, -1.70177)
C (1.89367, 3.31737, -2.46537)
C (1.65713, 3.59620, -3.77873)
C (0.41435, 3.26249, -4.34964)
C (0.04311, 3.72151, -5.63422)
C (-1.16172, 3.37809, -6.17743)
C (-2.04576, 2.55698, -5.45675)
C (-1.71033, 2.08759, -4.21667)
C (-0.46477, 2.41412, -3.62491)
C (-0.10619, 1.93553, -2.31396)
C (-0.85472, 0.65451, -1.97182)
C (-0.79169, -0.27354, -3.09051)
C (0.19371, -0.16501, -4.10261)
C (0.25783, -1.06289, -5.13261)
C (-0.67486, -2.10687, -5.24096)
C (-1.63590, -2.24754, -4.28179)
C (-1.69103, -1.36575, -3.18032)
C (-2.62038, -1.57842, -2.14206)
C (-2.54932, -0.83230, -1.01482)
C (-1.64938, 0.25409, -0.89941)
S (-1.64187, 0.82079, 0.82660)
O (-1.84991, -0.55991, 1.51449)
C (-3.28653, 1.52512, 0.88091)
C (-3.49472, 2.68455, 0.14702)
C (-4.75296, 3.25579, 0.15108)
C (-5.79966, 2.69118, 0.88214)
C (-7.15951, 3.32322, 0.84268)
C (-5.54947, 1.54351, 1.62977)
C (-4.29130, 0.95810, 1.64033)
H (5.77691, 6.79965, 2.02913)
H (4.40144, 7.84223, 2.35378)
H (5.13264, 7.84794, 0.75374)
H (4.25963, 4.90270, 2.89971)
H (2.66651, 3.15444, 2.21285)
H (1.60648, 5.46372, -1.22541)
H (3.25541, 7.15305, -0.59061)
H (2.81063, 3.63953, -1.99241)
H (2.39092, 4.13253, -4.36612)
H (0.72852, 4.36337, -6.17168)
H (-1.44866, 3.75020, -7.15105)
H (-3.00681, 2.30359, -5.88289)
H (-2.42181, 1.48953, -3.66403)
H (0.93809, 0.61560, -4.05020)
H (1.04357, -0.97639, -5.87035)
H (-0.61139, -2.80933, -6.06033)
H (-2.35520, -3.05523, -4.32789)
H (-3.35510, -2.36738, -2.23786)
H (-3.19872, -1.05023, -0.17960)
H (-2.67409, 3.13176, -0.40029)
H (-4.92894, 4.16096, -0.41517)
H (-7.07457, 4.40442, 0.74979)
H (-7.74028, 3.08698, 1.73200)
H (-7.71159, 2.96235, -0.02745)
H (-6.34803, 1.11223, 2.22052)
H (-4.08477, 0.07645, 2.23462)
C (-6.06164, -5.50504, 0.44904)
N (-4.89640, -5.06750, 1.20467)
C (-4.77974, -3.90120, 1.81378)
N (-5.75225, -2.99401, 1.72732)
S (-3.35583, -3.53423, 2.67625)
H (-5.84408, -6.46932, 0.00088)
H (-6.29306, -4.79729, -0.34873)
H (-6.93223, -5.61946, 1.09831)
H (-4.13882, -5.72090, 1.33491)
H (-6.66402, -3.23709, 1.37032)
H (-5.67776, -2.15872, 2.28655)

Entry 2:
Density functional theory data (wB97M-V/def2-TZVPD) for a molecular structure, C57H54IN6O3P2S3SiTi.

Computed properties:
HOMO level (spin up / spin down) = -0.2507 / -0.2635 hartree
LUMO energy (spin up / spin down) = -0.3 / -0.4 eV
2S+1 = 2
Relative energy (zero: lowest compared OMol25 entry of this formula, charge and spin) = 0.0 kcal/mol

Atoms and positions in Å:
Ti (-0.59793, -0.21729, -0.38727)
C (2.61759, 1.54112, -1.86160)
Si (1.45745, -0.00805, -1.99701)
C (2.74625, -1.41705, -2.03673)
C (3.92564, -1.35519, -2.78203)
C (4.83509, -2.39894, -2.77003)
C (4.58558, -3.52636, -1.99654)
C (3.43471, -3.59827, -1.23263)
C (2.52067, -2.54191, -1.24401)
P (0.97053, -2.60854, -0.26610)
C (1.60040, -3.59509, 1.16596)
C (2.71117, -3.06263, 1.82552)
C (3.28385, -3.71784, 2.90061)
C (2.76067, -4.92767, 3.33754)
C (1.65406, -5.46024, 2.69861)
C (1.07259, -4.79732, 1.62448)
C (0.07331, -3.89188, -1.23694)
C (0.45451, -4.21664, -2.53684)
C (-0.28069, -5.13007, -3.27785)
C (-1.40198, -5.73666, -2.73720)
C (-1.79391, -5.41763, -1.44550)
C (-1.06750, -4.49755, -0.70881)
C (0.94455, 0.41105, -3.78819)
C (1.61081, 0.10211, -4.97121)
C (1.26240, 0.72250, -6.16125)
C (0.25602, 1.67928, -6.18614)
C (-0.44240, 1.97425, -5.02734)
C (-0.11113, 1.32338, -3.83886)
P (-1.09019, 1.52875, -2.31523)
C (-0.82228, 3.27392, -1.80898)
C (-0.03538, 4.19209, -2.49362)
C (0.11449, 5.48295, -2.00191)
C (-0.52279, 5.86827, -0.83340)
C (-1.31797, 4.96074, -0.14718)
C (-1.45622, 3.67051, -0.62880)
C (-2.75609, 1.73044, -3.10482)
C (-3.10881, 0.88190, -4.16004)
C (-4.36787, 0.95062, -4.73009)
C (-5.29961, 1.86709, -4.26551)
C (-4.96102, 2.71244, -3.22348)
C (-3.70304, 2.63980, -2.64108)
H (3.19706, 1.55472, -0.93630)
H (2.00629, 2.44554, -1.87677)
H (3.31646, 1.59770, -2.69841)
H (4.13690, -0.46878, -3.36847)
H (5.73539, -2.34465, -3.36969)
H (5.29454, -4.34450, -1.97814)
H (3.24189, -4.47834, -0.63220)
H (3.13074, -2.13303, 1.46954)
H (4.14670, -3.29214, 3.39879)
H (3.21885, -5.45414, 4.16480)
H (1.23629, -6.40338, 3.02689)
H (0.22706, -5.25471, 1.13419)
H (1.32351, -3.75132, -2.98145)
H (0.02365, -5.36392, -4.29008)
H (-1.97012, -6.45363, -3.31556)
H (-2.67197, -5.88018, -1.01192)
H (-1.40342, -4.24311, 0.28519)
H (2.41168, -0.62804, -4.95927)
H (1.78563, 0.47689, -7.07737)
H (0.00278, 2.17809, -7.11305)
H (-1.24735, 2.69854, -5.04557)
H (0.46839, 3.90149, -3.40695)
H (0.73442, 6.19301, -2.53493)
H (-0.39479, 6.87339, -0.45150)
H (-1.81811, 5.25357, 0.76816)
H (-2.05388, 2.94892, -0.08286)
H (-2.39223, 0.16052, -4.52726)
H (-4.62678, 0.28014, -5.54006)
H (-6.28449, 1.92252, -4.71150)
H (-5.67394, 3.43883, -2.85431)
H (-3.46558, 3.30791, -1.82707)
S (-1.64659, -1.52732, -2.30384)
C (-3.02865, -0.81606, -1.57166)
C (-4.34479, -1.12528, -1.94129)
C (-5.38427, -0.50319, -1.29026)
C (-5.09290, 0.39592, -0.26633)
C (-3.77608, 0.64556, 0.04527)
N (-2.75166, 0.06963, -0.59458)
H (-4.50258, -1.84103, -2.73546)
H (-6.41288, -0.71959, -1.54928)
H (-5.86886, 0.90176, 0.28978)
H (-3.54212, 1.31194, 0.85434)
C (0.78283, -0.44938, 5.22908)
N (1.89595, 0.31374, 4.69480)
C (2.06886, 1.62943, 5.28977)
C (2.32449, 0.05314, 3.41774)
O (1.64698, -0.56404, 2.58987)
N (3.58647, 0.49229, 3.12380)
C (4.04175, 0.48091, 1.74665)
C (4.64918, 0.52574, 4.11003)
H (0.87716, -0.46955, 6.31600)
H (0.84921, -1.47024, 4.85470)
H (-0.18626, -0.02537, 4.96899)
H (1.09182, 2.10359, 5.42877)
H (2.66382, 2.26487, 4.63836)
H (2.56125, 1.55966, 6.26411)
H (3.17933, 0.45964, 1.08792)
H (4.67955, -0.38619, 1.54269)
H (4.62034, 1.38573, 1.54961)
H (5.15988, 1.49189, 4.10968)
H (5.38897, -0.24650, 3.87342)
H (4.25799, 0.32694, 5.10171)
I (-4.28451, -4.05550, 3.02088)
C (-2.74878, -2.81109, 2.39758)
C (-1.66570, -2.38082, 3.13581)
N (-0.89976, -1.66948, 2.30540)
N (-1.41993, -1.60694, 1.07307)
C (-2.55761, -2.29568, 1.11556)
H (-1.42593, -2.53370, 4.17252)
H (-0.00603, -1.19142, 2.50962)
H (-3.19170, -2.43170, 0.25675)
O (-2.20976, 0.67938, 4.28525)
S (-2.30533, 1.64356, 3.21795)
O (-3.63921, 2.02622, 2.83533)
N (-1.40057, 1.11799, 1.92771)
C (-0.34867, 1.91153, 1.79036)
S (0.80315, 1.56309, 0.61268)
C (-0.28523, 3.08612, 2.65554)
C (0.58951, 4.16406, 2.58504)
C (0.35725, 5.25116, 3.40973)
C (-0.71060, 5.26375, 4.30524)
C (-1.57822, 4.17989, 4.38566)
C (-1.34273, 3.10666, 3.55684)
H (1.40050, 4.14861, 1.86854)
H (0.99340, 6.12401, 3.33988)
H (-0.88340, 6.12865, 4.93092)
H (-2.41932, 4.18479, 5.06643)

Taking the records one at a time from the top gives max |F| values of 1.1; 1.4 eV/Å.